{"formula": "C3H7Br2PS2", "method": "ωB97M-V/def2-TZVPD", "species": ["C", "C", "C", "P", "S", "S", "Br", "Br", "H", "H", "H", "H", "H", "H", "H"], "xyz": [[-0.59, -0.22, -1.98], [-0.21, -1.21, -0.89], [0.89, -0.39, -0.20], [3.83, -0.08, 0.40], [3.90, -1.21, 3.07], [2.43, -0.54, -1.09], [3.80, 2.13, 0.30], [5.75, -0.74, -0.50], [0.28, 0.11, -2.55], [-1.23, -0.68, -2.81], [-1.17, 0.57, -1.65], [0.28, -2.01, -1.47], [-0.95, -1.52, -0.22], [0.51, 0.56, -0.02], [1.05, -0.97, 0.73]], "charge": 0, "orbital_gap_ev": [6.900, 6.926], "fmax_ev_per_a": 4.440, "energy_ev": -174267.0388, "e_homo_ha": [-0.333, -0.332], "multiplicity": 1}